DFT (ωB97M-V/def2-TZVPD) results for 2 unconnected molecules or ions with the total composition C5H11NO.

The value obtained for the HOMO energy is -9.247 eV. Its structure (SMILES) is C=NC(=C)CC.O. The HOMO-LUMO gap is 10.10 eV. For the max |F|, the calculation gives 0.847 eV/Å.

The geometry in XYZ format:
```
18
Properties=species:S:1:pos:R:3:nbo_charge:R:1
C 0.0625 -1.6714 1.3052 -0.01
N -0.0766 -0.5354 0.7913 -0.45
C 0.7453 -0.1672 -0.3000 0.15
C 2.0647 -0.2693 -0.1837 -0.44
C 0.0467 0.5115 -1.4610 -0.45
C -1.4121 0.1710 -1.6404 -0.61
H -0.4589 -1.9586 2.2052 0.18
H 0.7236 -2.4407 0.8903 0.15
H 2.8208 0.0492 -0.8891 0.21
H 2.4649 -0.6307 0.7595 0.20
H 0.1515 1.6034 -1.4277 0.22
H 0.6156 0.2225 -2.3498 0.22
H -1.9388 0.9060 -2.2455 0.21
H -1.5628 -0.7860 -2.1256 0.20
H -1.9673 0.1316 -0.7061 0.22
O -1.0061 1.5453 2.7420 -0.96
H -0.9302 1.0792 1.8866 0.49
H -0.3427 2.2395 2.7489 0.46
```

---

DFT (ωB97M-V/def2-TZVPD) results for C5H11NO in the gas phase in a non-equilibrium geometry.

The value obtained for the HOMO energy is -9.529 eV. Its structure (SMILES) is CCCCNC=O. The HOMO-LUMO gap is 10.55 eV. For the max |F|, the calculation gives 7.597 eV/Å.

The geometry in XYZ format:
```
18
Properties=species:S:1:pos:R:3:nbo_charge:R:1
C 0.5506 1.2520 -3.1778 -0.61
C 0.2142 0.1812 -2.2350 -0.40
C -0.2964 0.7676 -0.8829 -0.41
C -0.5613 -0.3294 0.3029 -0.22
N -0.5516 0.1748 1.6365 -0.63
C 0.0643 -0.6451 2.6861 0.52
O 0.5611 -1.7252 2.3893 -0.58
H 1.0855 0.7253 -4.0941 0.21
H -0.2884 1.9178 -3.5095 0.21
H 1.2014 2.0037 -2.6419 0.21
H 1.2546 -0.4029 -1.9533 0.19
H -0.5160 -0.4583 -2.7120 0.21
H 0.3491 1.3790 -0.2915 0.21
H -1.2006 1.4137 -1.1725 0.18
H -1.3725 -0.8030 0.0055 0.17
H 0.2429 -1.0102 0.2485 0.22
H -1.1640 0.8398 1.6656 0.38
H -0.0478 -0.3834 3.7259 0.14
```

---

DFT (ωB97M-V/def2-TZVPD) results for C5H11NO in the gas phase in a non-equilibrium geometry.

The value obtained for the HOMO energy is -9.044 eV. Its structure (SMILES) is C[C@H]1CN1CCO. The HOMO-LUMO gap is 10.17 eV. For the max |F|, the calculation gives 2.740 eV/Å.

The geometry in XYZ format:
```
18
Properties=species:S:1:pos:R:3:nbo_charge:R:1
C -2.4141 0.6995 -0.6698 -0.64
C -0.9514 1.0056 -0.4738 -0.13
C -0.4776 1.1841 0.9060 -0.26
N -0.0384 -0.0836 0.4170 -0.42
C 1.4249 -0.0349 0.1152 -0.29
C 1.8906 -1.4306 -0.2770 -0.07
O 1.5089 -2.3539 0.7133 -0.72
H -2.6057 0.2736 -1.6566 0.22
H -3.0386 1.6019 -0.5792 0.22
H -2.7436 -0.0026 0.1028 0.22
H -0.2426 0.5589 -1.1512 0.25
H -1.2621 1.0229 1.6468 0.21
H 0.2650 1.9187 1.1960 0.20
H 1.7441 0.7234 -0.6290 0.19
H 1.9049 0.2365 1.0656 0.20
H 1.4735 -1.6989 -1.2621 0.15
H 2.9839 -1.4744 -0.3592 0.18
H 0.5784 -2.1461 0.8955 0.48
```

---

DFT (ωB97M-V/def2-TZVPD) results for C5H11NO in the gas phase.

The value obtained for the HOMO energy is -9.390 eV. Its structure (SMILES) is CC(C)N(C)C=O. The HOMO-LUMO gap is 10.30 eV. For the max |F|, the calculation gives 0.923 eV/Å.

The geometry in XYZ format:
```
18
Properties=species:S:1:pos:R:3:nbo_charge:R:1
C -0.8678 -1.2821 -0.7391 -0.63
C -0.7390 0.2015 -0.4030 -0.05
C -1.6492 0.6355 0.7479 -0.61
N 0.6539 0.5791 0.0254 -0.48
C 1.4640 -0.3332 0.8781 -0.43
C 1.5315 1.1553 -0.8605 0.55
O 1.4324 1.2010 -2.0559 -0.58
H -0.6636 -1.8929 0.1450 0.20
H -1.8837 -1.5222 -1.0706 0.22
H -0.1779 -1.5715 -1.5399 0.22
H -1.0399 0.7594 -1.3068 0.22
H -1.5704 1.7200 0.8707 0.22
H -2.7082 0.3712 0.6222 0.21
H -1.2799 0.1661 1.6642 0.20
H 1.1658 -0.2291 1.9140 0.20
H 1.3814 -1.3712 0.5370 0.20
H 2.5575 -0.1463 0.8543 0.22
H 2.3931 1.5594 -0.2831 0.10
```

---

The lowest max |F| belongs to which entry? number 1